{"formula": "C48H55Cl2F4GeIN2OPSeTi", "method": "ωB97M-V/def2-TZVPD", "multiplicity": 2, "total_charge": 2, "e_homo_ev": [-11.9, -11.9], "total_energy_ev": -253965.807, "lumo_energy_ev": [-6.1, -6.3], "relative_energy_kj_mol": 0.0, "species": ["Ti", "C", "N", "C", "C", "C", "N", "C", "C", "F", "C", "F", "C", "C", "F", "C", "F", "H", "H", "H", "H", "H", "H", "H", "H", "H", "H", "H", "I", "C", "C", "C", "C", "C", "C", "C", "C", "C", "P", "C", "C", "C", "C", "C", "C", "C", "C", "C", "C", "C", "C", "C", "H", "H", "H", "H", "H", "H", "H", "H", "H", "H", "H", "H", "H", "H", "H", "H", "Cl", "C", "Cl", "H", "H", "C", "Ge", "C", "C", "C", "Se", "C", "H", "H", "H", "H", "H", "H", "H", "H", "H", "H", "H", "H", "H", "H", "C", "C", "C", "C", "C", "C", "C", "O", "C", "C", "C", "H", "H", "H", "H", "H", "H", "H", "H", "H", "H", "H", "H"], "xyz": [[0.858184, -0.479953, -0.122221], [3.696612, -1.465246, -0.996355], [2.666544, -0.495716, -1.446113], [3.315815, 0.808501, -1.674009], [2.067371, -0.981616, -2.705399], [1.297406, -2.257368, -2.422537], [0.651469, -2.127545, -1.102517], [0.299680, -3.345287, -0.479314], [0.359287, -3.388972, 0.898159], [0.625263, -2.188740, 1.507447], [0.224637, -4.526624, 1.643935], [0.417289, -4.473389, 2.962497], [-0.076763, -5.712434, 1.011153], [-0.216092, -5.690868, -0.356683], [-0.536891, -6.805652, -1.007934], [-0.025264, -4.538498, -1.101226], [-0.181767, -4.598805, -2.427141], [4.350275, -1.731962, -1.829854], [3.234628, -2.367406, -0.602977], [4.315084, -1.012780, -0.226194], [3.779226, 1.155245, -0.753012], [2.576071, 1.530693, -1.995541], [4.089349, 0.724677, -2.442573], [2.836703, -1.162169, -3.459961], [1.391775, -0.217015, -3.076487], [1.968455, -3.115995, -2.418706], [0.582704, -2.416327, -3.225188], [-0.202628, -6.631555, 1.568880], [-1.918022, -1.566793, -3.111871], [-3.961758, -1.123254, -3.243195], [-4.351898, -0.806583, -4.512463], [-5.719882, -0.683022, -4.838975], [-6.645685, -0.947530, -3.886118], [-6.264876, -1.280793, -2.558383], [-7.285299, -1.596460, -1.632230], [-6.980364, -1.939558, -0.354561], [-5.639405, -1.889973, 0.064639], [-4.599432, -1.568352, -0.772773], [-2.969123, -1.155205, 0.104496], [-3.669082, 0.248889, 1.100967], [-3.749245, 1.455569, 0.397241], [-4.331965, 2.582041, 0.964660], [-4.835502, 2.527478, 2.260076], [-4.753689, 1.339758, 2.972454], [-4.178536, 0.205430, 2.396767], [-2.913923, -2.576410, 1.276171], [-3.271468, -3.852015, 0.828012], [-3.230552, -4.943488, 1.685470], [-2.823674, -4.784245, 3.004115], [-2.402831, -3.538130, 3.443184], [-2.425660, -2.450164, 2.576473], [-4.889584, -1.320042, -2.162909], [-3.609389, -0.681503, -5.289194], [-6.010432, -0.433072, -5.852139], [-7.704104, -0.928640, -4.123885], [-8.315994, -1.561377, -1.968368], [-7.758686, -2.203360, 0.352903], [-5.440085, -2.082719, 1.109846], [-3.367759, 1.504207, -0.617425], [-4.402160, 3.500511, 0.393449], [-5.311362, 3.396062, 2.701455], [-5.153136, 1.285396, 3.978462], [-4.165424, -0.716021, 2.964885], [-3.617932, -3.988133, -0.189681], [-3.525162, -5.921770, 1.321930], [-2.825990, -5.627836, 3.684889], [-2.052026, -3.411978, 4.460707], [-2.063441, -1.490697, 2.929489], [0.442252, 0.037524, 4.137325], [-0.624942, 1.129326, 3.288078], [-0.618563, 0.978982, 1.475895], [-0.342559, 2.148362, 3.504284], [-1.649491, 0.925546, 3.570157], [1.450177, 5.968535, -0.353829], [1.248457, 4.690015, -1.796006], [3.017582, 4.100812, -2.325991], [0.341387, 5.466750, -3.312557], [0.016039, 3.377196, -0.965371], [-0.324164, 1.536180, -1.535923], [-0.064668, 1.816000, -3.433350], [2.032869, 6.826672, -0.700840], [1.976712, 5.521075, 0.491994], [0.481124, 6.336687, -0.007801], [3.528007, 5.004595, -2.672769], [3.017964, 3.391145, -3.155593], [3.594246, 3.694477, -1.490703], [0.897622, 6.345716, -3.644712], [-0.666741, 5.787404, -3.043071], [0.281136, 4.771706, -4.151068], [-0.959389, 3.848204, -1.086548], [0.209112, 3.345709, 0.105057], [0.953810, 2.137988, -3.634626], [-0.769266, 2.592950, -3.706722], [-0.305146, 0.901556, -3.963427], [7.848595, 2.653206, 2.383495], [6.553551, 1.897125, 2.369323], [6.504040, 0.554246, 2.743591], [5.331113, -0.172025, 2.683178], [5.338487, -1.628625, 3.098736], [4.162178, 0.477360, 2.195928], [3.080457, -0.367029, 1.890257], [2.106500, -0.088070, 1.163964], [4.165507, 1.882634, 1.934212], [2.904953, 2.660147, 1.647986], [5.360954, 2.550436, 2.012650], [8.703505, 1.980814, 2.412745], [7.897498, 3.297208, 3.267315], [7.932034, 3.298463, 1.507996], [7.408884, 0.070702, 3.096328], [6.269841, -1.863857, 3.606348], [5.263034, -2.298063, 2.237972], [4.521097, -1.860686, 3.782513], [3.126053, -1.396712, 2.240112], [3.093288, 3.724619, 1.774792], [2.108998, 2.366768, 2.334646], [2.540930, 2.498723, 0.633285], [5.385051, 3.618097, 1.812046]], "atomic_forces_ev_per_a": [[-1.17, -0.50, -1.72], [-0.07, 0.13, -0.03], [0.18, -0.02, -0.06], [0.04, -0.19, -0.03], [-0.12, -0.21, 0.11], [0.03, 0.08, 0.28], [-0.18, -0.58, -0.04], [0.24, 0.57, -0.34], [0.00, 0.13, 0.22], [0.04, 0.17, -0.05], [0.01, -0.10, 0.24], [-0.02, 0.01, -0.02], [0.03, -0.26, 0.15], [-0.03, -0.20, -0.14], [0.01, 0.03, 0.03], [-0.16, -0.12, -0.30], [0.06, 0.00, -0.05], [0.01, 0.00, -0.03], [-0.05, -0.06, -0.01], [0.02, 0.05, 0.05], [0.01, 0.01, 0.06], [-0.10, 0.08, -0.03], [0.02, -0.01, -0.01], [0.05, 0.06, -0.06], [0.02, 0.13, -0.03], [0.04, -0.12, 0.00], [-0.02, -0.16, -0.09], [-0.02, 0.06, -0.03], [-0.18, -0.09, 0.04], [-0.07, 0.00, 0.23], [-0.25, 0.09, -0.06], [0.24, 0.03, -0.15], [-0.14, -0.08, 0.18], [0.05, 0.01, -0.03], [-0.06, 0.04, -0.12], [0.03, -0.04, 0.18], [-0.09, 0.00, 0.05], [0.36, 0.27, -0.25], [-0.76, -0.17, 0.19], [-0.06, -0.07, -0.15], [-0.09, 0.06, 0.13], [0.07, -0.10, -0.04], [0.00, -0.02, -0.02], [0.10, -0.08, -0.04], [-0.07, 0.09, 0.04], [0.12, -0.04, -0.16], [-0.05, 0.00, 0.07], [0.02, 0.02, -0.04], [-0.03, -0.01, 0.03], [0.03, 0.08, -0.05], [0.07, -0.01, 0.06], [0.11, 0.02, -0.14], [-0.03, -0.03, 0.01], [0.03, 0.00, 0.07], [0.08, 0.02, 0.04], [0.07, -0.02, 0.01], [0.09, 0.02, -0.05], [0.05, 0.01, 0.06], [0.01, 0.01, -0.03], [-0.01, -0.04, 0.01], [0.08, -0.05, -0.03], [0.00, -0.03, -0.05], [-0.03, 0.01, -0.03], [-0.02, 0.00, 0.02], [-0.02, 0.07, 0.02], [0.01, 0.04, -0.05], [-0.01, 0.01, -0.05], [-0.06, 0.00, 0.03], [0.07, -0.08, -0.19], [0.01, -0.12, 0.04], [-0.18, 0.15, 0.50], [0.03, 0.16, -0.06], [-0.15, -0.01, -0.05], [0.02, 0.28, 0.12], [0.00, 0.00, 0.05], [0.27, -0.09, -0.06], [-0.09, 0.13, -0.21], [-0.15, -0.18, 0.14], [-0.24, 0.24, -0.09], [0.21, -0.01, 0.00], [-0.07, -0.07, 0.07], [-0.04, 0.03, -0.03], [0.09, -0.03, -0.01], [0.01, -0.10, 0.02], [0.03, 0.05, 0.06], [-0.03, 0.01, -0.10], [-0.06, -0.03, -0.02], [0.04, -0.02, -0.04], [-0.02, 0.06, 0.01], [-0.10, 0.03, 0.11], [0.03, -0.11, 0.04], [0.03, 0.00, -0.06], [-0.06, 0.07, -0.08], [-0.04, -0.06, -0.01], [-0.09, -0.02, 0.09], [0.00, 0.02, -0.02], [0.12, 0.08, 0.03], [-0.04, -0.14, 0.04], [0.01, 0.18, -0.08], [0.17, 0.28, 0.21], [0.25, -0.35, 0.24], [1.43, 1.03, 1.39], [-0.13, -0.12, -0.07], [0.09, -0.13, 0.07], [0.20, 0.07, 0.04], [-0.02, 0.01, 0.00], [-0.02, -0.04, -0.05], [-0.01, -0.02, 0.03], [-0.04, 0.03, -0.07], [0.03, 0.02, 0.01], [0.00, 0.02, 0.02], [0.04, 0.00, 0.00], [-0.03, -0.09, 0.06], [0.01, -0.01, 0.00], [-0.02, 0.00, -0.04], [-0.04, -0.03, -0.09], [0.03, -0.09, 0.02]]}

---

{"formula": "C19H20N2O3", "method": "ωB97M-V/def2-TZVPD", "multiplicity": 1, "e_homo_ev": -8.6, "total_energy_ev": -29151.410, "smiles": "O=C(NC[C@@H]1CCCO1)c1cccc(NC(=O)c2ccccc2)c1", "lumo_energy_ev": 0.6, "relative_energy_kj_mol": 87.6, "species": ["O", "C", "N", "C", "C", "C", "C", "C", "O", "C", "C", "C", "C", "C", "N", "C", "O", "C", "C", "C", "C", "C", "C", "C", "H", "H", "H", "H", "H", "H", "H", "H", "H", "H", "H", "H", "H", "H", "H", "H", "H", "H", "H", "H"], "xyz": [[1.076914, 0.580079, -2.035331], [0.621411, -0.404543, -1.489707], [0.198924, -1.496316, -2.173076], [0.449983, -1.668267, -3.580900], [1.524133, -2.742725, -3.809936], [1.821391, -2.967166, -5.303415], [1.791710, -4.489364, -5.445610], [0.810811, -4.874029, -4.340480], [1.090650, -3.991472, -3.274240], [0.438935, -0.502862, -0.008611], [0.748193, -1.670630, 0.681518], [0.612619, -1.706332, 2.058462], [0.160585, -0.595901, 2.744180], [-0.151977, 0.578519, 2.058719], [-0.602446, 1.664888, 2.809807], [-1.063072, 2.879698, 2.379603], [-1.132746, 3.218896, 1.219010], [-1.468350, 3.787430, 3.496161], [-2.077690, 3.332083, 4.661778], [-2.448975, 4.230538, 5.646393], [-2.211776, 5.585056, 5.480559], [-1.619434, 6.045835, 4.316093], [-1.258345, 5.152741, 3.325075], [0.002685, 0.622921, 0.677394], [-0.081765, -2.324879, -1.672405], [-0.477454, -1.963409, -4.082727], [0.791390, -0.706498, -3.969481], [2.424767, -2.457223, -3.252077], [2.775468, -2.535662, -5.594790], [1.035240, -2.513209, -5.908040], [1.465926, -4.820265, -6.428538], [2.773708, -4.911879, -5.232053], [0.938633, -5.891922, -3.969646], [-0.226878, -4.745160, -4.683145], [1.123103, -2.537507, 0.157006], [0.861147, -2.605669, 2.602353], [0.053863, -0.632568, 3.819957], [-0.578293, 1.520605, 3.809967], [-2.299994, 2.281896, 4.794657], [-2.928886, 3.872247, 6.545364], [-2.498783, 6.280977, 6.254856], [-1.444225, 7.102447, 4.179494], [-0.807039, 5.493141, 2.405478], [-0.214061, 1.525463, 0.130325]], "atomic_forces_ev_per_a": [[0.10, 0.28, -0.01], [-0.20, -0.16, -0.01], [-0.07, -0.36, -0.05], [0.39, -0.24, -0.07], [-0.01, 0.60, -0.11], [-0.04, -0.11, 0.19], [-0.11, 0.01, 0.22], [-0.06, -0.25, -0.32], [0.01, 0.08, 0.26], [0.14, -0.05, 0.43], [-0.04, 0.07, -0.16], [-0.03, 0.02, 0.08], [0.00, 0.05, -0.05], [0.08, -0.30, -0.35], [-0.03, -0.05, 0.44], [-0.02, -0.08, 0.15], [0.07, 0.05, -0.13], [-0.15, 0.28, 0.12], [0.08, -0.01, -0.12], [-0.03, 0.02, 0.12], [-0.04, -0.01, 0.05], [0.01, 0.03, 0.00], [0.03, -0.15, -0.08], [-0.01, 0.10, -0.16], [-0.03, 0.15, 0.08], [0.09, 0.04, -0.07], [-0.08, -0.10, -0.04], [-0.11, 0.00, -0.08], [-0.01, 0.07, -0.04], [-0.01, 0.05, -0.06], [0.02, -0.04, -0.06], [0.01, -0.05, -0.02], [-0.06, 0.03, -0.06], [0.07, -0.06, 0.01], [0.04, -0.08, -0.06], [0.03, -0.05, 0.05], [-0.02, -0.01, 0.10], [0.01, 0.15, -0.20], [-0.01, -0.08, 0.00], [-0.04, -0.02, 0.06], [-0.02, 0.05, 0.06], [0.02, 0.08, -0.01], [0.02, 0.03, -0.08], [0.01, 0.02, 0.00]]}